Entry 1:
Density functional theory data (the ωB97M-V functional and the def2-TZVPD basis) for C4H8N2OS in the gas phase.

```
16
Properties=species:S:1:pos:R:3:lowdin_charge:R:1
C -0.26393 1.26712 0.97198 0.07
C 0.24238 0.51661 0.01346 -0.41
C 1.08810 1.12691 -0.91983 -0.12
C -0.16114 -0.85778 -0.08743 -0.44
N 0.62446 -1.89108 0.03021 0.05
O 2.00914 -1.54339 -0.07877 -0.11
N -1.44258 -1.09668 0.31232 -0.36
S -2.93902 -0.55350 -0.50586 0.73
H -0.81246 0.75431 1.79704 0.09
H -0.17324 2.29750 1.20806 0.07
H 1.62004 2.11716 -0.58465 0.11
H 2.05050 0.58958 -1.36342 0.11
H 0.48886 1.52284 -1.92228 0.14
H 2.52240 -2.43356 -0.08834 0.14
H -1.58010 -2.07435 0.70311 0.11
H -3.27341 0.25829 0.51440 -0.16
```

Molecular weight ... 132.19 g mol⁻¹
Electronic energy ... -740.00086 Eh
ΔE to the lowest compared entry with this formula, charge and spin ... 423.1 kJ/mol
Structure (SMILES) ... C=C(C)/C(=N\O)NS
LUMO ... 0.67 eV

Entry 2:
Density functional theory data (the ωB97M-V functional and the def2-TZVPD basis) for 3 unconnected molecules or ions with the total composition C17H41O8S.

```
67
Properties=species:S:1:pos:R:3:lowdin_charge:R:1
C 6.97852 -2.12080 -2.74468 -0.07
C 5.47752 -1.79761 -2.08658 -0.23
O 4.77888 -3.11786 -2.06820 -0.23
C 3.56273 -2.88931 -1.26226 -0.35
S 2.06134 -3.82151 -1.90755 1.10
C 2.29386 -5.70290 -1.74009 -0.34
C 2.54049 -6.25204 -3.29309 -0.15
C 0.53489 -3.38315 -0.84492 -0.30
O -0.71882 -3.93446 -1.38205 -0.16
C -1.40226 -2.99873 -2.28816 -0.18
O -0.60206 -2.54088 -3.43433 -0.18
C -0.19806 -1.13168 -3.31129 -0.18
C 1.05699 -0.69839 -4.29971 -0.18
O 2.00083 -1.78860 -4.59086 -0.14
H 7.81230 -1.42470 -2.30665 0.09
H 7.22877 -3.22160 -2.42993 0.09
H 6.88602 -2.10349 -3.91363 0.09
H 4.92882 -1.01391 -2.77971 0.14
H 5.54751 -1.33136 -1.00759 0.13
H 3.82880 -3.18347 -0.15310 0.14
H 3.26331 -1.74152 -1.26793 0.13
H 3.24919 -5.95011 -1.10704 0.11
H 1.33608 -6.23621 -1.30082 0.12
H 1.54526 -6.69835 -3.72797 0.10
H 3.45052 -7.01574 -3.33582 0.11
H 2.82011 -5.32713 -3.97242 0.07
H 0.48924 -2.23761 -0.57701 0.14
H 0.72174 -3.94191 0.19319 0.15
H -2.32381 -3.60120 -2.74956 0.17
H -1.89633 -2.06639 -1.73435 0.17
H 0.14888 -0.83784 -2.21330 0.11
H -1.13357 -0.42500 -3.53401 0.14
H 0.59424 -0.17773 -5.24150 0.13
H 1.67868 0.12501 -3.69989 0.14
H 1.54370 -2.61808 -4.91786 0.10
C -2.03338 3.44487 1.22091 -0.10
O -0.84455 4.00360 0.67212 -0.19
C 0.28386 3.13837 0.83305 -0.19
C 0.61836 2.41214 -0.47366 -0.19
O -0.40878 1.47980 -0.82788 -0.22
C -1.25825 1.97753 -1.85533 -0.12
H -2.88146 4.04934 0.88932 0.10
H -2.18926 2.41499 0.88663 0.08
H -1.98698 3.47565 2.31344 0.08
H 0.11641 2.42450 1.64832 0.13
H 1.13186 3.77064 1.10970 0.13
H 1.53637 1.83307 -0.32784 0.12
H 0.79648 3.12578 -1.28683 0.13
H -0.72555 1.96956 -2.81180 0.08
H -1.60957 2.99104 -1.63587 0.09
H -2.12656 1.31813 -1.93071 0.09
C -4.11782 3.26481 7.46869 -0.11
O -4.60804 4.42239 6.80059 -0.19
C -3.65816 4.95323 5.87121 -0.19
C -4.02179 4.58026 4.43057 -0.19
O -3.88442 3.17274 4.20749 -0.22
C -5.13861 2.50048 4.21432 -0.11
H -4.95026 2.79731 8.00070 0.09
H -3.70205 2.53667 6.76608 0.08
H -3.35416 3.55311 8.19700 0.09
H -2.64219 4.62327 6.11868 0.12
H -3.69091 6.04156 5.97047 0.12
H -3.32188 5.07917 3.75194 0.11
H -5.03369 4.91942 4.17899 0.13
H -5.68883 2.73487 3.29726 0.09
H -5.74063 2.77358 5.08711 0.09
H -4.94985 1.42445 4.24607 0.09
```

Molecular weight ... 405.57 g mol⁻¹
Electronic energy ... -1671.85498 Eh
Total charge ... +1
LUMO ... -2.76 eV

Entry 3:
Density functional theory data (the ωB97M-V functional and the def2-TZVPD basis) for 9 unconnected molecules or ions with the total composition C5H31N2O9.

```
47
Properties=species:S:1:pos:R:3:lowdin_charge:R:1
N 1.81404 0.66690 -0.27315 0.18
C 1.73667 0.37951 1.19545 -0.24
C 0.29229 0.76823 1.64150 -0.14
C 0.10588 0.87391 3.19160 -0.21
O -1.31902 1.01945 3.29553 -0.08
C 1.97321 -1.17739 1.35856 -0.19
N 1.39801 -1.94260 0.31196 -0.13
C 2.07608 -3.12868 -0.23753 -0.08
H 1.22433 1.50902 -0.41162 0.10
H 1.21568 -0.03752 -0.76954 0.14
H 2.77809 0.69680 -0.57851 0.14
H 2.46681 0.94406 1.78476 0.15
H -0.08994 1.62191 1.05288 0.11
H -0.28758 -0.12588 1.31348 0.09
H 0.70553 1.70987 3.62818 0.14
H 0.33347 -0.08695 3.65014 0.10
H -1.61029 0.74070 4.16544 0.09
H 3.02719 -1.39506 1.48445 0.12
H 1.46978 -1.29605 2.33110 0.10
H 0.42675 -2.17554 0.47035 0.07
H 2.61370 -3.71866 0.53758 0.09
H 1.31260 -3.79300 -0.62826 0.07
H 2.73035 -2.74846 -1.01268 0.07
H 0.32670 3.76555 -0.40981 0.05
H -0.22564 3.52968 -1.77201 0.03
O 0.55123 3.32337 -1.23281 -0.07
H -2.92229 -0.96944 -1.01494 0.00
H -2.73772 -1.51206 -2.53760 0.03
O -3.29949 -1.41664 -1.77365 -0.04
H -1.77712 -2.81657 -1.37967 0.04
H -0.55909 -3.03611 -2.33212 0.05
O -0.88410 -2.52133 -1.58984 -0.05
H -2.73812 3.04002 -1.84533 0.07
H -2.11016 1.83100 -1.09119 0.01
O -1.96557 2.75657 -1.34155 -0.06
H -1.71515 -1.50886 2.61258 0.05
H -1.17800 -2.78945 3.05036 0.07
O -0.88663 -2.01443 2.55216 -0.04
H 2.88308 1.32783 -3.36739 0.08
H 2.31045 -0.04339 -3.37084 0.05
O 2.71180 0.58080 -2.75671 -0.06
H 0.03734 1.55005 -2.64790 0.02
H -0.85087 0.62367 -3.28664 0.05
O -0.03071 0.58446 -2.77462 -0.06
H -2.68159 0.94524 1.33012 0.06
H -3.35772 0.65907 -0.05742 0.06
O -2.50515 0.79684 0.38587 -0.05
```

Molecular weight ... 263.31 g mol⁻¹
Electronic energy ... -995.52368 Eh
ΔE to the lowest compared entry with this formula, charge and spin ... 286.7 kJ/mol
Total charge ... +1
LUMO ... -2.44 eV

Entry 4:
Density functional theory data (the ωB97M-V functional and the def2-TZVPD basis) for a gas-phase ion, C5H12NO2 (charge -1).

```
20
Properties=species:S:1:pos:R:3:lowdin_charge:R:1
N -2.19765 -1.04769 0.79053 0.00
C -1.30685 0.08155 0.47660 -0.39
C -0.74551 0.81952 1.71814 -0.51
O -1.06994 2.14470 1.66985 -0.39
C -0.12624 -0.48063 -0.33938 -0.19
C 0.89333 0.60666 -0.82802 -0.18
C 2.01703 0.07962 -1.67707 -0.31
O 2.66349 -1.11902 -1.30335 -0.09
H -2.19662 -1.38617 1.74108 0.04
H -3.17348 -0.90200 0.58001 0.04
H -1.96317 0.75555 -0.09338 0.13
H -1.22554 0.37401 2.63220 0.07
H 0.36799 0.68484 1.87837 0.08
H 0.37242 -1.21820 0.29722 0.10
H -0.59005 -0.93690 -1.24006 0.11
H 0.29036 1.24262 -1.46206 0.11
H 1.22960 0.97431 0.12851 0.09
H 1.64425 0.01955 -2.71353 0.10
H 2.82382 0.84300 -1.75216 0.11
H 2.29276 -1.53530 -0.50349 0.08
```

Molecular weight ... 118.16 g mol⁻¹
Electronic energy ... -402.89742 Eh
ΔE to the lowest compared entry with this formula, charge and spin ... 346.7 kJ/mol
Structure (SMILES) ... N[C@@H](C[O-])CCCO
Total charge ... -1
LUMO ... 3.59 eV

Results for strongest force on any atom: 8.5; 3.4; 2.4; 2.5 (in eV/Å, following the order of the records).